The following is a DFT calculation (ωB97M-V/def2-TZVPD) of C40H49BCl3N9S4Tc as an isolated structure.

Last column: Mulliken charge in e.
Atoms and positions in Å:
Tc1 0.3094 2.1982 0.9136  -0.974
Cl1 4.9085 2.4616 3.7662  -0.061
Cl2 5.1694 0.0355 2.1764  -0.055
Cl3 3.6991 -0.0323 4.6935  -0.071
S1 -1.4528 6.5643 5.7963  -0.091
S2 1.7442 2.2519 -0.9856  -0.386
S3 -0.7523 -0.0277 2.9684  -0.179
S4 -1.3944 2.9861 -0.4656  -0.514
N1 -0.6807 -1.0555 0.4812  0.132
N2 1.4785 -0.2724 -0.4936  0.852
N3 -5.9296 5.9048 5.1929  -0.537
N4 -0.6440 0.6607 -1.5785  0.086
N5 -0.0378 3.7222 2.5102  0.261
N6 -0.9139 -2.0272 -0.4181  -0.517
N7 1.9216 1.5428 2.0126  0.003
N8 -0.3137 -0.1388 -2.6036  0.353
N9 1.8103 -1.5443 -0.2771  -0.655
C1 -1.2399 -1.7404 -5.1309  -1.538
C2 4.6951 -3.4721 0.3695  -1.863
C3 -1.1008 5.7592 3.1657  -0.909
C4 -0.5973 -4.2265 -2.2257  -1.489
C5 -0.2130 4.3013 4.8241  -0.857
C6 -0.7638 -1.2942 1.7946  1.236
C7 3.8917 -1.0890 -1.3279  -0.585
C8 -1.6341 2.2524 -3.0653  0.504
C9 -1.2318 1.8526 -1.7626  1.108
C10 0.1966 3.4672 3.8039  -0.278
C11 2.9950 -1.9552 -0.6516  0.322
C12 -1.5892 -4.2697 -1.0637  2.611
C13 3.3664 -3.4033 -0.3887  2.100
C14 -1.5945 -5.6867 -0.4833  -2.174
C15 -1.2176 -3.2371 -0.0116  -0.597
C16 -0.8962 5.4688 4.5094  0.494
C17 -1.2718 1.4383 -4.0926  -0.770
C18 4.1358 0.9468 3.2866  0.730
C19 -2.3262 3.5554 -3.2852  -1.892
C20 -0.6735 4.8633 2.2081  -0.394
C21 -0.5808 0.2363 -3.8332  -0.229
C22 2.8937 1.2785 2.5730  -0.327
C23 -0.9840 -2.6048 2.2892  0.361
C24 0.0080 0.0708 -6.2836  -2.168
C25 3.5207 -4.0998 -1.7491  -1.581
C26 -5.2934 6.8836 4.5636  -0.466
C27 4.4714 1.2166 -2.1768  -1.866
C28 -1.0037 -2.8774 3.7563  -2.103
C29 -3.0081 -3.9140 -1.5336  -1.779
C30 -5.2249 5.1456 6.0206  -0.421
C31 -1.3067 1.2756 1.8935  -0.967
C32 2.2861 -4.0984 0.4366  -1.865
C33 -3.2078 6.3150 5.5556  0.238
C34 3.5721 0.2263 -1.5165  -0.387
C35 -1.2362 -3.5645 1.3616  -0.254
C36 -0.1388 -0.6860 -4.9606  2.444
C37 2.3164 0.6293 -0.9935  1.537
C38 -3.9372 7.1374 4.7100  -0.055
C39 -3.8645 5.3041 6.2401  -0.222
C40 1.2149 -1.3216 -4.6208  -1.304
B1 0.0019 0.2447 -0.1633  0.200
H1 -3.7203 -3.9663 -0.7093  0.397
H2 -0.0070 4.0447 5.8526  0.492
H3 -2.1245 0.9081 1.2753  0.692
H4 0.2779 -4.8339 -1.9974  0.336
H5 -0.9405 0.4585 -6.6510  0.457
H6 0.7213 0.8919 -6.2076  0.474
H7 -0.8235 5.0685 1.1570  0.447
H8 2.1673 -3.6250 1.4117  0.391
H9 -1.0572 -4.6420 -3.1194  0.672
H10 -0.2692 -3.2134 -2.4355  -0.029
H11 -0.6716 -5.9124 0.0519  0.354
H12 -1.8541 -2.3861 4.2295  0.431
H13 -1.4894 -2.2137 -4.1856  0.140
H14 0.7235 2.5494 4.0264  0.426
H15 -2.4402 -5.8642 0.1814  0.431
H16 -5.7715 4.3689 6.5398  0.372
H17 -1.0764 -3.9469 3.9333  0.420
H18 -3.0429 -2.9091 -1.9510  0.288
H19 3.7172 -5.1607 -1.5983  0.457
H20 -5.8952 7.5043 3.9116  0.372
H21 4.8826 1.9077 -1.4398  0.331
H22 -3.3372 4.6647 6.9317  0.424
H23 -1.5949 6.6713 2.8657  0.374
H24 1.3221 -4.0725 -0.0696  0.071
H25 -3.4736 7.9653 4.1948  0.479
H26 -3.2560 3.6025 -2.7192  0.390
H27 4.3541 -3.6911 -2.3196  0.388
H28 -1.4500 -4.5744 1.6747  0.609
H29 -0.1008 -2.5090 4.2416  0.438
H30 1.2694 -1.6346 -3.5823  -0.011
H31 -1.6777 -6.3998 -1.3017  0.427
H32 1.3820 -2.1943 -5.2504  0.442
H33 3.9254 1.8122 -2.9075  0.425
H34 5.5172 -3.0185 -0.1818  0.320
H35 0.3817 -0.6170 -7.0411  0.425
H36 4.6176 -2.9914 1.3424  0.346
H37 -1.4776 1.7351 -5.1093  0.362
H38 -1.7161 2.0310 2.5653  0.712
H39 2.5677 -5.1381 0.5939  0.598
H40 4.8365 -1.4722 -1.6864  0.529
H41 4.9579 -4.5157 0.5371  0.505
H42 -0.9134 -2.5073 -5.8309  0.460
H43 -2.5517 3.6913 -4.3403  0.384
H44 -2.1472 -1.2855 -5.5308  0.417
H45 2.6177 -4.0002 -2.3505  0.175
H46 -1.7013 4.3818 -2.9465  0.399
H47 2.0246 -0.6155 -4.8090  0.389
H48 5.2951 0.7131 -2.6762  0.500
H49 -3.3296 -4.6175 -2.3009  0.480

Cartesian forces (eV/Å) of the 3 atoms listed first:
-0.259 0.491 -0.385
-0.078 -0.155 -0.022
-0.017 0.004 0.031

As for the charge: +2. The value obtained for the energy relative to the best compared isomer or geometry (same formula, charge and spin) is 1.3787 eV. As for the HOMO energy (spin up / spin down): -13.10 / -13.27 eV. Its multiplicity is 2. The calculation puts the orbital gap (spin up / spin down) at 6.8401 / 7.1073 eV. As for the expectation value of S²: 0.7674.

=====

The following is a DFT calculation (ωB97M-V/def2-TZVPD) of one molecule with the formula C5H5NO.

Last column: Mulliken charge in e.
Atoms and positions in Å:
O1 -1.1935 -0.9609 1.6192  -0.439
N1 2.7888 1.4954 0.3632  -0.404
C1 2.1747 0.5667 0.0422  0.146
C2 -0.8284 0.5200 -0.2330  -0.500
C3 1.4415 -0.5671 -0.4460  -0.403
C4 0.1300 -0.5365 -0.6847  -0.065
C5 -1.6431 -0.1072 0.8961  0.020
H1 -1.4987 0.8713 -1.0266  0.302
H2 -2.6874 0.2385 1.0143  0.353
H3 -0.3062 1.4004 0.1681  0.306
H4 -0.3254 -1.4239 -1.1187  0.352
H5 2.0149 -1.4697 -0.6299  0.332

Cartesian forces (eV/Å) of the 3 atoms listed first:
-0.308 0.375 -0.253
-0.625 -0.899 -0.214
0.500 0.816 0.282

The value obtained for the energy relative to the best compared isomer or geometry (same formula, charge and spin) is 1.2725 eV. As for the HOMO energy: -10.31 eV. The calculation puts the orbital gap at 10.7063 eV.

=====

The following is a DFT calculation (ωB97M-V/def2-TZVPD) of C7H19Br9N8O4 as an isolated structure.

Last column: Mulliken charge in e.
Atoms and positions in Å:
Br1 3.4765 4.0317 0.1746  -0.027
Br2 -2.8071 3.1299 -0.2973  -0.038
Br3 -0.9909 -4.8911 -1.1827  -0.021
Br4 4.6176 1.7641 -1.8178  -0.029
Br5 1.7294 3.1216 -2.3459  -0.081
Br6 -1.1331 -2.9625 1.3366  -0.060
Br7 -5.6102 1.9705 -1.2335  -0.023
Br8 -2.9170 -2.3977 -1.1824  -0.080
Br9 -3.1308 1.9719 -3.2844  -0.045
O1 0.3775 -2.2071 -2.8826  -0.535
O2 0.2738 0.6976 1.2194  -1.160
O3 3.1995 -0.4919 1.8526  -0.759
O4 -2.1133 1.5997 4.9969  -0.590
N1 0.7062 -2.3618 -5.1562  -0.617
N2 1.5255 -1.0456 3.2384  -0.339
N3 -1.6082 0.0175 3.4173  -0.234
N4 2.8499 0.7982 3.6445  -0.402
N5 1.1380 -0.8196 -0.2339  0.019
N6 -0.4043 0.7649 -0.9383  0.449
N7 -1.4272 -1.8673 -4.2709  -0.257
N8 -0.3513 1.8647 3.5723  -0.254
C1 3.0750 2.5866 -0.9795  1.161
C2 0.2487 0.1589 0.0984  0.346
C3 -3.6850 1.8138 -1.4317  0.127
C4 2.5153 -0.2497 2.8478  0.552
C5 -1.4791 1.2057 4.0962  0.314
C6 -0.0797 -2.1393 -4.0110  0.577
C7 -1.2907 -3.1550 -0.5530  0.461
H1 -0.3614 0.4751 -1.9103  0.032
H2 -0.0891 2.7927 3.9421  0.198
H3 -1.0439 1.4635 -0.5999  -0.316
H4 3.6404 1.3492 3.3056  0.232
H5 1.7101 -2.2799 -4.9864  0.300
H6 -2.5402 -0.4249 3.3310  0.293
H7 -1.8016 -1.9088 -5.1638  0.186
H8 2.6155 1.8334 -0.4198  -1.006
H9 -0.3540 -2.6467 -0.8456  -0.335
H10 1.4424 -0.9096 -1.2549  0.191
H11 2.2082 1.0228 4.4339  0.235
H12 0.4586 -1.6599 -5.8422  0.250
H13 1.8796 -0.7984 0.4018  0.109
H14 0.0367 1.5343 2.7144  0.581
H15 -3.2837 0.8015 -1.1728  -0.070
H16 -1.3001 0.1641 2.5080  0.143
H17 1.1924 -1.6240 2.4897  0.206
H18 0.8530 -0.5932 3.8157  0.239
H19 -1.9675 -1.4999 -3.4406  0.078

Cartesian forces (eV/Å) of the 3 atoms listed first:
0.184 0.183 0.111
-0.230 -0.235 -0.231
-0.183 -1.127 -0.224

As for the HOMO energy: -9.53 eV. The calculation puts the orbital gap at 8.9453 eV.

=====

The following is a DFT calculation (ωB97M-V/def2-TZVPD) of a 2-piece molecular cluster, C3H8BrN3 overall.

Last column: Mulliken charge in e.
Atoms and positions in Å:
Br1 -0.2711 -1.4531 1.9894  -0.230
N1 -2.5869 1.0664 0.2384  0.688
N2 -3.6255 1.7029 0.5091  -0.781
N3 -1.4485 1.5395 0.0264  -0.621
C1 1.7586 -1.3393 -0.0120  -0.075
C2 2.7152 -0.7235 -1.0707  -0.888
C3 0.8531 -0.6217 0.6108  -0.430
H1 -1.4704 2.5371 0.0199  0.252
H2 2.0178 0.0143 -1.6024  0.279
H3 3.5892 -0.3430 -0.4986  0.267
H4 -2.7162 0.0158 0.3746  0.238
H5 -4.3339 0.9972 0.7894  0.233
H6 2.9310 -1.5439 -1.9547  0.265
H7 0.7778 0.5001 0.6149  0.356
H8 1.8099 -2.3489 -0.0345  0.447

Cartesian forces (eV/Å) of the 3 atoms listed first:
0.357 0.487 -0.836
-0.028 -1.805 1.302
-2.500 0.560 0.516

The value obtained for the energy relative to the best compared isomer or geometry (same formula, charge and spin) is 1.3070 eV. As for the HOMO energy: -9.13 eV. The calculation puts the orbital gap at 9.7796 eV.

=====

The following is a DFT calculation (ωB97M-V/def2-TZVPD) of C4H8OS as an isolated structure.

Last column: Mulliken charge in e.
Atoms and positions in Å:
S1 -0.1084 -0.1828 2.0992  -0.221
O1 0.1961 1.3582 -1.2268  -0.388
C1 1.1314 0.6839 -0.3499  -0.492
C2 -0.8681 0.8980 -0.4509  -0.545
C3 -0.0483 -0.1181 0.2966  1.029
C4 -0.1317 -1.5177 -0.2876  -1.856
H1 1.5843 1.3035 0.4353  0.240
H2 -0.1266 -1.5367 -1.3819  0.403
H3 0.6436 -2.1345 0.1674  0.436
H4 1.8129 -0.0052 -0.8640  0.322
H5 -0.0440 1.1182 2.4302  0.124
H6 -1.6879 0.5502 -1.0602  0.300
H7 -1.3070 1.6414 0.2375  0.229
H8 -1.0463 -2.0586 -0.0449  0.419

Cartesian forces (eV/Å) of the 3 atoms listed first:
-0.175 -0.480 0.200
1.438 0.290 0.008
-0.465 -1.079 0.679

The value obtained for the energy relative to the best compared isomer or geometry (same formula, charge and spin) is 1.4646 eV. As for the HOMO energy: -9.29 eV. The calculation puts the orbital gap at 10.0755 eV.

=====

The following is a DFT calculation (ωB97M-V/def2-TZVPD) of a 2-piece molecular cluster, C4H10 overall.

Last column: Mulliken charge in e.
Atoms and positions in Å:
C1 0.5415 0.4461 0.8056  -0.278
C2 -1.0881 -1.3868 -0.6492  -0.905
C3 1.7398 -0.0131 0.4561  -0.620
C4 -0.2065 1.5267 0.0747  -0.949
H1 -1.1042 -2.4652 -0.5026  0.327
H2 -0.0820 -1.0472 -0.3934  0.133
H3 0.0209 -0.0189 1.6442  0.364
H4 -1.2917 1.3890 0.1302  0.283
H5 0.0232 2.4990 0.5199  0.318
H6 0.0740 1.5615 -0.9835  0.289
H7 2.2456 0.3570 -0.4339  0.267
H8 -1.2874 -1.1312 -1.6912  0.269
H9 -1.8531 -0.9253 -0.0121  0.225
H10 2.2168 -0.8239 0.9994  0.277

Cartesian forces (eV/Å) of the 3 atoms listed first:
0.488 0.219 0.228
-0.004 -0.256 -0.174
-0.054 0.229 0.183

The value obtained for the energy relative to the best compared isomer or geometry (same formula, charge and spin) is 1.3888 eV. As for the HOMO energy: -9.36 eV. The calculation puts the orbital gap at 10.5549 eV.

=====

The following is a DFT calculation (ωB97M-V/def2-TZVPD) of C48H47N4O3P2S2Zr as an isolated structure.

Last column: Mulliken charge in e.
Atoms and positions in Å:
Zr1 -0.3602 0.0634 0.8849  -2.658
S1 -2.9316 -0.7050 -0.2835  -0.485
S2 -0.1909 2.0741 -0.8322  -0.035
P1 -0.2657 -2.6721 1.7251  1.825
P2 1.3989 1.6546 2.1967  1.813
O1 -3.7475 1.9507 -0.7907  -0.763
O2 1.7000 -0.3450 0.1580  -0.481
O3 -0.0402 -1.0023 -0.9551  1.443
N1 -2.7339 0.8061 -2.4860  0.533
N2 -0.6255 -0.0782 2.9970  3.213
N3 -1.9693 -1.3441 -2.6397  0.244
N4 -2.0461 1.6877 1.4456  -0.372
C1 0.5157 -5.1476 2.8282  -1.012
C2 0.3219 2.1617 3.5958  -1.373
C3 -1.6001 -0.7846 4.8935  -1.188
C4 0.9065 1.5852 -2.1430  0.741
C5 -2.5200 -0.3832 -1.9067  0.884
C6 3.5399 1.5450 3.9574  -0.766
C7 1.5827 -3.9788 5.1151  -0.951
C8 -3.3143 3.1629 -2.8055  0.702
C9 2.7124 0.7946 3.1199  0.144
C10 1.1617 2.4323 -3.2194  -1.044
C11 -1.4862 -5.3427 -1.8161  -0.654
C12 2.2540 3.0402 1.4392  0.517
C13 -2.1451 -1.5146 -5.1285  -0.348
C14 -3.4351 5.5077 -4.3037  -0.329
C15 -3.2980 1.9511 -1.9068  0.133
C16 2.5669 0.7511 -4.2480  -0.851
C17 4.0350 3.7869 0.0021  -0.762
C18 -3.8447 5.5053 -2.9774  -0.815
C19 -0.7946 -3.7755 0.3867  0.642
C20 -3.7867 4.3382 -2.2341  -0.554
C21 -0.9961 0.4915 5.1355  -1.159
C22 1.1126 -0.4586 -0.9637  0.510
C23 3.8455 -1.2090 3.8367  -0.601
C24 1.6358 4.2788 1.3008  -0.260
C25 2.2227 5.2750 0.5363  -0.766
C26 -1.2722 -1.2124 -3.9194  -0.990
C27 2.8792 -0.5821 3.0585  -0.203
C28 -1.3664 -1.0959 3.5838  -0.365
C29 0.1654 -4.1280 -0.5623  -0.464
C30 -1.3958 -1.2373 -6.4246  -1.304
C31 4.6531 -0.4593 4.6761  -0.753
C32 -2.1026 -4.2162 0.2214  -0.483
C33 -1.7695 -2.2770 2.7436  -1.507
C34 1.0729 -3.1788 4.1029  -0.343
C35 1.9797 2.0125 -4.2599  -0.813
C36 -2.8995 3.1738 -4.1380  -0.048
C37 -2.9584 4.3413 -4.8836  -1.090
C38 0.5314 -3.7608 2.9548  0.904
C39 1.5158 0.3224 -2.1482  -0.586
C40 -0.1728 -4.9110 -1.6552  -0.778
C41 1.5576 -5.3608 4.9889  -0.763
C42 3.4179 5.0255 -0.1222  -0.521
C43 4.5036 0.9219 4.7311  -0.807
C44 -0.4241 0.8999 3.9632  -0.474
C45 2.3338 -0.1027 -3.1800  -0.103
C46 -2.4483 -4.9945 -0.8781  -0.644
C47 1.0260 -5.9415 3.8470  -0.732
C48 3.4579 2.7943 0.7801  -0.746
H1 -0.9918 1.0342 6.0676  0.600
H2 4.9634 3.5889 -0.5167  0.440
H3 0.6860 4.4732 1.7857  0.360
H4 -2.1355 -1.3907 5.6068  0.543
H5 -2.4603 -2.5591 -5.0856  0.374
H6 -4.1053 4.3185 -1.2009  0.482
H7 -2.5274 2.2886 -4.6414  0.516
H8 3.4368 2.6238 3.9968  0.447
H9 -2.8657 -3.9522 0.9425  0.363
H10 5.1426 1.5120 5.3744  0.449
H11 -1.7548 -5.9589 -2.6641  0.400
H12 1.0748 -2.1039 4.2230  0.477
H13 3.2029 0.4370 -5.0640  0.454
H14 -2.0403 -3.1231 3.3760  0.611
H15 1.9972 -3.5193 6.0028  0.492
H16 -2.4040 0.9091 -3.4316  -0.086
H17 -3.4702 -5.3291 -0.9976  0.442
H18 5.4050 -0.9463 5.2829  0.423
H19 -3.4903 6.4165 -4.8879  0.421
H20 2.7884 -1.0850 -3.1495  0.582
H21 -0.3531 2.9665 3.2894  0.673
H22 2.1610 2.6783 -5.0936  0.485
H23 1.1878 -3.7827 -0.4480  0.470
H24 -1.9786 -1.5448 -7.2909  0.413
H25 -2.7690 1.6858 0.7146  0.226
H26 -2.6146 -2.0581 2.0849  0.527
H27 3.8649 5.7943 -0.7383  0.420
H28 3.9411 1.8285 0.8670  0.451
H29 -1.8442 -2.2150 -2.1364  -0.288
H30 0.5829 -5.1868 -2.3789  0.438
H31 3.9654 -2.2831 3.7817  0.577
H32 1.0002 -7.0185 3.7473  0.439
H33 -4.2126 6.4146 -2.5220  0.412
H34 -1.1717 -0.1735 -6.5344  0.310
H35 -0.8339 -0.2108 -3.9922  -0.084
H36 2.2714 -1.1711 2.3847  0.456
H37 0.1026 -5.6147 1.9443  0.395
H38 -2.4900 1.5229 2.3484  0.291
H39 1.7402 6.2386 0.4437  0.443
H40 -0.4228 -1.8947 -3.8733  0.652
H41 -2.6350 4.3382 -5.9156  0.422
H42 0.7182 3.4202 -3.2300  0.579
H43 -0.4474 -1.7771 -6.4548  0.326
H44 0.9160 2.5303 4.4324  0.694
H45 -3.0589 -0.9138 -5.0780  0.322
H46 1.9463 -5.9850 5.7824  0.405
H47 -1.6827 2.6414 1.4522  0.254

Cartesian forces (eV/Å) of the 3 atoms listed first:
-0.437 0.815 -0.281
0.201 -0.540 0.443
0.136 -0.089 -0.031

As for the charge: +1. The value obtained for the energy relative to the best compared isomer or geometry (same formula, charge and spin) is 0.0000 eV. As for the HOMO energy: -10.09 eV. The calculation puts the orbital gap at 7.4650 eV.

=====

The following is a DFT calculation (ωB97M-V/def2-TZVPD) of one molecule with the formula C5H8FN.

Last column: Mulliken charge in e.
Atoms and positions in Å:
F1 2.4334 0.6320 0.7410  -0.307
N1 0.6497 1.1404 -0.9973  -0.463
C1 0.8282 -0.2083 -1.1373  -0.747
C2 0.1137 0.2202 1.1605  -0.569
C3 -1.2520 -0.0201 0.5350  -0.565
C4 -1.0175 -1.0206 -0.5619  -0.655
C5 1.1736 0.4607 0.1169  0.814
H1 -1.6757 1.0150 0.3190  0.271
H2 -0.7092 -2.0403 -0.0752  0.246
H3 0.0473 1.0251 1.8590  0.342
H4 1.3332 -0.7201 -1.8218  0.468
H5 1.2257 1.8027 -1.4888  0.261
H6 -2.0214 -0.4537 1.1557  0.367
H7 -1.6981 -1.0463 -1.4396  0.336
H8 0.5690 -0.7866 1.6349  0.201

Cartesian forces (eV/Å) of the 3 atoms listed first:
-1.239 0.002 -1.708
0.153 3.609 -0.575
-4.741 -1.824 3.568

The value obtained for the energy relative to the best compared isomer or geometry (same formula, charge and spin) is 3.4352 eV. As for the HOMO energy: -8.37 eV. The calculation puts the orbital gap at 9.5379 eV.

=====

Across the entries above, total energy takes the values -139457.826, -8802.147, -658063.317, -77749.332, -17158.986, -4308.973, -104171.961, -9518.354 eV, respectively.